A 2-piece molecular cluster, C4H12 overall in a non-equilibrium geometry. Source: the Open Molecules 2025 dataset; level of theory: ωB97M-V/def2-TZVPD.

Computed properties:
- LUMO energy (eV) = 1.16
- frontier orbital gap (eV) = 12.765
- HOMO energy (eV) = -11.61
- SMILES string = CC.CC
- E_tot (Ha) = -159.550993

```
16
C4H12, DFT ωB97M-V/def2-TZVPD
C -2.28408 -1.65262 1.07978
C -1.12659 -0.90001 0.31441
H -2.17986 -2.66099 1.07780
H -2.47800 -1.39762 2.19500
H -3.24734 -1.35677 0.73674
H -0.76355 -0.13896 0.96319
H -1.51447 -0.48808 -0.61860
H -0.31788 -1.67246 0.06339
C 2.02921 0.77798 -0.21629
C 1.41156 1.81936 -1.21301
H 1.53260 0.74313 0.70514
H 1.87933 -0.26602 -0.53662
H 3.13330 0.92651 -0.16872
H 2.02679 2.75383 -1.16364
H 1.33695 1.43675 -2.22320
H 0.41149 1.85243 -0.81977
```


One molecule with the formula C21H13F2N5O3S in a non-equilibrium geometry. Source: the Open Molecules 2025 dataset; level of theory: ωB97M-V/def2-TZVPD.

Computed properties:
- LUMO energy (eV) = -0.36
- frontier orbital gap (eV) = 8.270
- HOMO energy (eV) = -8.63
- SMILES string = O=C1NC(=O)[C@@H](c2ccc(Nc3nc(-c4c(F)cccc4F)nc4c3C(=O)NC4)cc2)S1
- E_tot (Ha) = -1905.414373

```
45
C21H13F2N5O3S, DFT ωB97M-V/def2-TZVPD
O 1.67345 -2.80667 6.61190
C 1.23898 -2.04834 5.83228
N 2.02886 -1.28396 4.99866
C 1.36899 -0.25272 4.36453
O 2.00189 0.69562 4.01623
C -0.13608 -0.33178 4.57423
C -1.00166 -0.22968 3.36266
C -1.60155 1.03187 3.10977
C -2.14970 1.09750 1.84202
C -2.21034 0.11787 0.88031
N -2.80571 0.26135 -0.35302
C -2.22399 0.13097 -1.62203
N -0.90682 0.16258 -1.83979
C -0.49329 -0.23680 -3.04368
C 0.92661 -0.56721 -3.06529
C 1.63814 -0.08435 -4.22157
F 1.09462 0.78994 -5.03940
C 2.96235 -0.60520 -4.37545
C 3.37153 -1.67312 -3.70210
C 2.55625 -2.26856 -2.69049
C 1.39506 -1.59835 -2.33419
F 0.65456 -2.50249 -1.64585
N -1.21272 -0.63039 -4.07838
C -2.53330 -0.50950 -4.00204
C -3.06682 -0.11424 -2.77285
C -4.36665 -0.08622 -2.85830
O -5.07502 0.55944 -2.06058
N -4.75084 -0.41761 -4.15356
C -3.46207 -0.71184 -4.96104
C -1.46002 -1.00773 1.03557
C -0.92764 -1.24735 2.35409
S -0.55934 -1.91194 5.49968
H 2.90989 -1.05084 5.35885
H -0.36729 0.53771 5.24063
H -1.52893 1.93461 3.70820
H -2.72981 2.04628 1.70799
H -3.62662 0.82322 -0.42481
H 3.72742 -0.05980 -4.94184
H 4.36317 -2.14361 -3.89205
H 2.89541 -3.17502 -2.20574
H -5.38165 0.14300 -4.67380
H -3.44166 -0.13634 -5.92327
H -3.51739 -1.78056 -5.38126
H -1.56985 -1.84401 0.34457
H -0.36072 -2.21409 2.56702
```


A 3-piece molecular cluster, C6H16O2 overall in a non-equilibrium geometry. Source: the Open Molecules 2025 dataset; level of theory: ωB97M-V/def2-TZVPD.

Computed properties:
- LUMO energy (eV) = 0.74
- frontier orbital gap (eV) = 10.250
- HOMO energy (eV) = -9.51
- SMILES string = C=C(CC)CC.O.O
- E_tot (Ha) = -388.635897

```
24
C6H16O2, DFT ωB97M-V/def2-TZVPD
C -0.14316 0.98624 1.41679
C -0.16691 0.70070 0.12778
C -0.33601 -0.68119 -0.50154
C -0.62405 -1.87286 0.40562
C 0.23925 1.64210 -0.97412
C 1.74523 1.49602 -1.28589
H -0.31908 0.29944 2.23649
H 0.03852 1.99055 1.77441
H 0.62197 -0.82330 -1.01004
H -1.09882 -0.62428 -1.28708
H 0.31294 -2.37658 0.63306
H -1.27802 -2.61055 -0.05932
H -1.12578 -1.62132 1.34569
H 0.06747 2.69974 -0.74538
H -0.36902 1.57212 -1.87761
H 2.27841 2.42865 -1.12458
H 1.90257 1.32238 -2.35483
H 2.29508 0.72805 -0.74495
O 1.93138 -1.13002 1.91193
H 2.35079 -0.63314 2.57954
H 1.01508 -0.89351 2.12510
O -3.20280 -0.75551 -1.24414
H -3.27640 -1.61993 -0.83582
H -2.85865 -0.22382 -0.51112
```


An isolated ion of composition C5H6N and charge +1 in a non-equilibrium geometry. Source: the Open Molecules 2025 dataset; level of theory: ωB97M-V/def2-TZVPD.

Computed properties:
- LUMO energy (alpha / beta) (eV) = -8.05 / -8.05
- frontier orbital gap (alpha / beta) (eV) = 5.763 / 5.753
- HOMO energy (alpha / beta) (eV) = -13.81 / -13.80
- charge = +1
- E_tot (Ha) = -248.204898

```
12
C5H6N, DFT ωB97M-V/def2-TZVPD
C -1.79370 -0.88583 1.42928
C -1.80295 -1.42437 2.48796
C 0.70274 0.84155 0.40486
C 0.96024 -0.55683 -0.33431
C -0.34915 0.04703 -0.24120
N -1.64253 -0.23067 -0.04857
H 0.71439 0.76720 1.56294
H 1.13155 1.62869 -0.08339
H 1.71691 -0.69639 -1.20671
H 0.95796 -1.49294 0.27637
H -2.09873 -1.04177 -0.72512
H -2.18966 0.60500 0.19474
```


C6H9N as an isolated structure. Source: the Open Molecules 2025 dataset; level of theory: ωB97M-V/def2-TZVPD.

Computed properties:
- LUMO energy (eV) = 1.17
- frontier orbital gap (eV) = 9.555
- HOMO energy (eV) = -8.38
- E_tot (Ha) = -288.658830

```
16
C6H9N, DFT ωB97M-V/def2-TZVPD
C -1.03045 -0.95931 1.35901
N -1.09104 0.00498 0.26245
C -0.22766 1.16713 0.36297
C 1.16162 0.82274 -0.19241
C 1.07486 -0.62177 -0.67026
C -0.39501 -0.28027 -1.02181
C 0.01779 1.22738 -1.09910
H -0.52617 -0.50334 2.21675
H -0.47185 -1.87258 1.10752
H -2.02661 -1.27649 1.68317
H -0.40621 1.96734 1.07443
H 2.03294 1.40425 0.09013
H 1.25322 -1.45908 0.01619
H 1.67691 -0.76892 -1.57039
H -0.94035 -0.85572 -1.77084
H -0.10199 2.00365 -1.84779
```


One molecule with the formula C27H35ClN4O3. Source: the Open Molecules 2025 dataset; level of theory: ωB97M-V/def2-TZVPD.

Computed properties:
- LUMO energy (eV) = 0.40
- frontier orbital gap (eV) = 8.028
- HOMO energy (eV) = -7.63
- SMILES string = C[C@H]1CN(C(=O)CCC(=O)NCCCN2CCN(Cc3ccccc3)CC2)c2cc(Cl)ccc2O1
- E_tot (Ha) = -1954.835100

```
70
C27H35ClN4O3, DFT ωB97M-V/def2-TZVPD
C 4.67491 1.79652 -2.88428
C 3.36760 1.21869 -2.36162
C 2.94346 1.84980 -1.02827
N 1.72140 1.21320 -0.58348
C 1.60477 0.37444 0.49683
O 0.64308 -0.35006 0.63729
C 2.68608 0.45566 1.55488
C 2.63147 1.79376 2.30906
C 1.40083 1.85090 3.21434
O 1.43966 1.49306 4.37123
N 0.29452 2.35675 2.63001
C -0.96705 2.48377 3.33011
C -2.06001 1.57972 2.76093
C -1.66540 0.10368 2.84436
N -2.81825 -0.77268 2.69347
C -3.40562 -0.79796 1.36557
C -2.56700 -1.56371 0.33539
N -2.35427 -2.92297 0.80358
C -1.71073 -3.77315 -0.18831
C -0.33688 -3.32430 -0.62860
C -0.17911 -2.49566 -1.73288
C 1.07668 -2.06753 -2.12364
C 2.19402 -2.44968 -1.40222
C 2.04923 -3.26312 -0.29220
C 0.79372 -3.70108 0.08659
C -1.67755 -2.90403 2.08852
C -2.54776 -2.14033 3.09505
C 0.71253 1.26424 -1.57397
C -0.63445 1.26013 -1.23379
C -1.59788 1.34702 -2.22117
Cl -3.26686 1.33426 -1.77394
C -1.24310 1.46367 -3.55612
C 0.09395 1.49712 -3.89430
C 1.08123 1.39817 -2.91867
O 2.37305 1.45388 -3.34219
H 4.89252 1.37272 -3.86020
H 4.59052 2.87519 -2.98796
H 5.48935 1.56285 -2.20487
H 3.46654 0.13225 -2.21224
H 3.74082 1.73839 -0.29973
H 2.75193 2.91812 -1.18861
H 3.67576 0.29521 1.12471
H 2.49448 -0.35406 2.26156
H 3.50636 1.86678 2.95684
H 2.62984 2.63751 1.61714
H 0.29460 2.56301 1.64349
H -1.29017 3.53015 3.28371
H -0.76312 2.22105 4.37025
H -2.97375 1.73245 3.33652
H -2.26261 1.86885 1.72698
H -1.25665 -0.08165 3.84174
H -0.87024 -0.10429 2.11736
H -3.57561 0.22240 1.02178
H -4.37744 -1.29252 1.45980
H -3.11344 -1.60473 -0.61053
H -1.61238 -1.04646 0.16324
H -2.37825 -3.81020 -1.05527
H -1.64951 -4.77767 0.24223
H -1.04616 -2.18843 -2.30075
H 1.17900 -1.43700 -2.99636
H 3.18073 -2.12629 -1.70782
H 2.91876 -3.56232 0.27615
H 0.69112 -4.35119 0.94388
H -1.55099 -3.93506 2.42999
H -0.68506 -2.42942 2.02419
H -2.06748 -2.13713 4.07585
H -3.51281 -2.64936 3.17902
H -0.92788 1.17470 -0.20190
H -2.00247 1.53200 -4.31786
H 0.40468 1.59395 -4.92200
```


C8H8NO6Sn as an isolated structure in a non-equilibrium geometry. Source: the Open Molecules 2025 dataset; level of theory: ωB97M-V/def2-TZVPD.

Computed properties:
- LUMO energy (eV) = -14.35
- frontier orbital gap (eV) = 6.152
- HOMO energy (eV) = -20.50
- charge = +3
- E_tot (Ha) = -1028.752414

```
24
C8H8NO6Sn, DFT ωB97M-V/def2-TZVPD
O -4.60492 -0.66205 3.25729
C -4.54129 -1.45019 2.42440
Sn -0.85533 -1.58727 -0.95289
C 0.82931 -1.66682 -2.51760
O 1.71368 -1.64827 -3.27119
C -1.71889 -3.69285 -2.17967
O -1.59180 -4.51601 -2.93898
C -2.27415 -0.11044 -2.29963
O -2.94821 0.77776 -2.66999
C 0.25794 -3.07974 0.61899
O 0.70338 -3.63473 1.51123
H -2.18401 -2.63636 -1.01107
C 0.32512 2.49127 1.51677
N 1.39295 1.85191 0.72826
C 2.75236 2.45227 0.79817
C 1.18037 0.76535 0.00414
O 0.03170 0.18277 -0.06533
H 0.77288 3.38121 1.99612
H -0.05529 1.80577 2.29439
H -0.50893 2.80353 0.86123
H 3.45711 1.72104 1.25510
H 3.09524 2.69071 -0.23351
H 2.68108 3.36738 1.41524
H 2.08969 0.39377 -0.54146
```